1.
DFT (wB97M-V/def2-TZVPD) results for a 6-piece molecular cluster, C42H65F5N3O20 overall.

```
135
Properties=species:S:1:pos:R:3:lowdin_charge:R:1
C 2.75 -1.69 3.53 0.06
C 2.72 -0.79 2.56 -0.07
C 1.88 -0.74 1.29 -0.24
C 2.57 -1.62 0.23 -0.12
C 2.65 -3.12 0.57 -0.15
C 2.40 -4.03 -0.64 -0.19
C 3.63 -4.21 -1.54 -0.15
C 3.83 -3.09 -2.60 -0.20
O 2.70 -2.25 -2.77 -0.25
C 1.91 -2.55 -3.91 -0.09
N 0.44 -1.31 1.40 0.08
C -0.12 -1.82 2.72 -0.16
C -0.30 -0.82 3.85 -0.04
C -0.53 -0.47 0.50 -0.29
C -0.85 -1.36 -0.70 -0.19
N -1.61 -2.57 -0.40 0.06
C -1.80 -0.02 1.25 -0.01
C -3.01 0.31 0.38 -0.43
O -3.82 -0.55 0.16 0.10
N -3.22 1.66 0.02 -0.14
C -4.66 1.96 -0.06 -0.06
C -2.58 1.99 -1.27 -0.04
C 0.30 0.74 0.07 -0.05
C 1.68 0.74 0.75 -0.30
C 2.72 1.12 -0.33 -0.08
C 4.11 1.36 0.13 -0.26
O 5.09 0.78 -0.28 0.08
C 1.68 1.79 1.90 -0.11
C 1.31 3.23 1.48 -0.15
C 2.41 4.26 1.81 -0.06
C 3.30 4.70 0.66 -0.52
O 4.36 5.23 0.80 0.13
O 2.75 4.46 -0.53 -0.04
C 3.47 4.88 -1.71 -0.18
C 4.69 4.02 -2.01 -0.05
H 2.17 -2.60 3.54 0.05
H 3.41 -1.55 4.38 0.08
H 3.45 0.00 2.60 0.10
H 3.58 -1.22 0.11 0.12
H 2.10 -1.49 -0.74 0.09
H 1.93 -3.40 1.35 0.10
H 3.64 -3.32 0.98 0.12
H 1.58 -3.62 -1.24 0.10
H 2.07 -5.00 -0.29 0.12
H 3.56 -5.18 -2.05 0.11
H 4.52 -4.24 -0.91 0.11
H 4.08 -3.55 -3.56 0.12
H 4.67 -2.44 -2.32 0.12
H 2.32 -2.07 -4.81 0.09
H 1.85 -3.63 -4.08 0.10
H 0.90 -2.16 -3.74 0.08
H 0.51 -2.19 0.88 0.13
H -1.06 -2.29 2.45 0.10
H 0.53 -2.63 3.03 0.08
H -0.31 0.21 3.51 0.06
H 0.48 -0.94 4.61 0.08
H -1.26 -1.01 4.34 0.09
H -1.35 -0.74 -1.46 0.13
H 0.12 -1.64 -1.14 0.10
H -2.48 -2.60 -0.91 0.08
H -1.86 -2.65 0.58 0.06
H -2.18 -0.80 1.91 0.11
H -1.56 0.85 1.86 0.13
H -5.13 1.52 -0.95 0.09
H -4.77 3.04 -0.09 0.09
H -5.17 1.59 0.83 0.09
H -1.51 2.19 -1.17 0.07
H -2.74 1.19 -2.01 0.10
H -3.05 2.89 -1.65 0.10
H 0.40 0.75 -1.02 0.14
H -0.23 1.64 0.34 0.10
H 2.74 0.39 -1.14 0.13
H 2.39 2.07 -0.77 0.13
H 4.23 2.16 0.87 0.12
H 2.67 1.83 2.37 0.09
H 1.02 1.45 2.70 0.11
H 0.39 3.53 1.99 0.12
H 1.08 3.29 0.41 0.10
H 1.96 5.18 2.20 0.13
H 3.09 3.89 2.58 0.12
H 3.73 5.94 -1.61 0.13
H 2.72 4.79 -2.50 0.10
H 5.07 3.55 -1.10 0.06
H 4.47 3.25 -2.75 0.08
H 5.50 4.64 -2.40 0.09
C -6.50 -2.10 -0.01 -0.05
C -7.97 -1.80 0.21 -0.31
O -8.44 -3.00 0.79 0.14
C -7.40 -3.63 1.40 -0.55
O -7.50 -4.53 2.16 0.18
O -6.23 -3.05 1.03 0.06
F -8.60 -1.55 -0.95 0.08
H -6.36 -2.58 -0.98 0.15
H -5.84 -1.25 0.07 0.10
H -8.17 -0.98 0.90 0.18
C 1.86 6.15 -6.41 -0.04
C 0.36 6.37 -6.45 -0.31
O -0.13 5.28 -5.68 0.14
C 0.85 4.88 -4.83 -0.56
O 0.70 4.13 -3.92 0.16
O 2.03 5.46 -5.17 0.06
F -0.15 6.29 -7.70 0.09
H 2.16 5.50 -7.23 0.15
H 2.45 7.06 -6.41 0.14
H 0.02 7.30 -5.99 0.17
C -2.80 -4.83 4.44 -0.03
C -2.71 -5.16 5.92 -0.30
O -1.31 -5.02 6.17 0.15
C -0.79 -4.18 5.26 -0.55
O 0.29 -3.68 5.30 0.17
O -1.68 -3.95 4.26 0.04
F -3.08 -6.42 6.19 0.10
H -2.65 -5.73 3.84 0.15
H -3.72 -4.33 4.15 0.14
H -3.25 -4.48 6.58 0.18
C 7.10 2.22 3.36 -0.03
C 7.69 1.19 4.31 -0.30
O 6.64 1.02 5.26 0.14
C 5.47 1.35 4.68 -0.56
O 4.39 1.14 5.13 0.17
O 5.69 1.96 3.50 0.04
F 8.79 1.63 4.94 0.09
H 7.32 3.23 3.71 0.15
H 7.40 2.09 2.32 0.14
H 7.90 0.22 3.86 0.17
C -8.49 -0.81 -5.79 -0.04
C -8.18 -2.08 -5.03 -0.31
O -7.33 -1.61 -3.99 0.12
C -7.61 -0.30 -3.77 -0.56
O -7.24 0.32 -2.83 0.16
O -8.38 0.19 -4.77 0.08
F -7.50 -2.99 -5.77 0.08
H -7.72 -0.64 -6.55 0.15
H -9.48 -0.78 -6.23 0.14
H -9.04 -2.58 -4.58 0.18
```

The spin multiplicity is 1. The HOMO-LUMO gap is 0.37814 hartree. Its largest force on an atom is 0.80 eV Å⁻¹. The charge is +1. The total energy is -3807.58315 Eh. The calculation puts the HOMO energy at -11.96 eV.

=====

2.
DFT (wB97M-V/def2-TZVPD) results for a 7-piece molecular cluster, C42H66F18N3O17P2S2 overall.

```
150
Properties=species:S:1:pos:R:3:lowdin_charge:R:1
C 2.50 -2.46 5.12 -0.10
C 2.94 -1.82 3.71 -0.28
O 2.08 -2.23 2.61 -0.21
C 2.37 -1.34 1.45 -0.26
C 2.58 -2.26 0.18 -0.29
P 2.32 -1.57 -1.61 0.47
C 2.07 -0.83 -3.35 -0.31
C 0.91 -1.32 -4.31 -0.27
O 1.44 -2.28 -5.30 -0.14
C 3.49 -0.17 -1.01 -0.31
C 4.17 0.82 -2.04 -0.21
C 5.37 0.32 -2.96 -0.24
O 6.54 -0.01 -2.16 -0.12
C 3.89 -2.60 -2.11 -0.30
C 4.02 -3.15 -3.60 -0.29
C 5.39 -4.05 -3.59 -0.45
S 5.84 -4.40 -5.37 0.78
C 6.53 -2.88 -6.17 -1.00
S 8.03 -2.22 -5.83 0.66
N 5.69 -2.22 -7.22 -0.20
C 4.74 -1.17 -7.00 -0.03
C 4.20 -0.86 -8.41 -0.12
N 4.85 -1.75 -9.35 -0.03
C 5.77 -2.58 -8.63 -0.12
C 1.37 -3.22 -1.95 -0.24
C -0.11 -3.38 -1.34 -0.46
O -0.44 -3.58 -0.13 0.00
O -1.24 -3.44 -2.26 -0.05
P 0.42 -0.54 -1.09 0.66
N 0.43 1.05 -1.05 -0.37
H 3.25 -3.28 5.40 0.07
H 1.41 -2.77 5.18 0.07
H 2.66 -1.63 5.92 0.07
H 2.93 -0.68 3.86 0.12
H 4.00 -2.21 3.48 0.13
H 1.58 -0.53 1.47 0.10
H 3.36 -0.83 1.75 0.10
H 3.69 -2.57 0.31 0.10
H 2.03 -3.23 0.42 0.08
H 2.99 -0.68 -4.00 0.07
H 1.73 0.27 -3.18 0.06
H 0.00 -1.80 -3.86 0.08
H 0.52 -0.44 -4.96 0.12
H 0.81 -3.04 -5.29 0.08
H 3.00 0.57 -0.26 0.09
H 4.35 -0.60 -0.36 0.10
H 4.68 1.63 -1.37 0.10
H 3.47 1.47 -2.69 0.09
H 5.15 -0.57 -3.64 0.09
H 5.69 1.19 -3.65 0.12
H 6.72 0.81 -1.64 0.05
H 3.98 -3.60 -1.53 0.09
H 4.89 -2.09 -1.85 0.08
H 3.23 -3.89 -3.95 0.10
H 4.21 -2.40 -4.43 0.05
H 5.29 -4.99 -2.96 0.09
H 6.20 -3.32 -3.19 0.08
H 4.43 -0.67 -6.02 0.11
H 3.43 -0.04 -8.58 0.09
H 6.42 -3.40 -9.11 0.13
H 1.89 -4.16 -1.50 0.11
H 1.29 -3.56 -3.03 0.07
H -1.80 -2.64 -2.15 0.08
H -0.66 -0.80 -2.04 -0.01
H -0.06 -1.02 0.17 -0.02
H 1.35 1.38 -1.33 -0.09
C -3.24 -1.99 2.16 -0.05
C -3.51 -0.91 3.19 -0.20
O -3.65 0.37 2.54 0.04
C -4.86 0.65 2.03 -0.36
O -5.80 -0.10 2.07 0.14
C -4.87 2.05 1.42 -0.51
F -3.77 2.31 0.69 0.17
F -4.92 3.01 2.37 0.15
F -5.93 2.26 0.61 0.15
H -2.37 -1.74 1.55 0.08
H -3.06 -2.95 2.66 0.09
H -4.08 -2.11 1.48 0.08
H -2.66 -0.83 3.87 0.11
H -4.39 -1.13 3.79 0.12
C -4.35 2.68 8.30 -0.06
C -3.12 2.14 9.00 -0.21
O -2.59 1.01 8.29 0.02
C -1.78 1.30 7.24 -0.36
O -1.51 2.42 6.89 0.17
C -1.25 0.02 6.61 -0.51
F -2.21 -0.92 6.45 0.15
F -0.28 -0.54 7.35 0.15
F -0.73 0.22 5.39 0.16
H -5.09 1.89 8.15 0.08
H -4.80 3.49 8.88 0.08
H -4.10 3.07 7.31 0.08
H -3.39 1.78 9.99 0.12
H -2.36 2.91 9.13 0.12
C 11.16 4.78 0.25 -0.06
C 10.15 5.09 -0.83 -0.21
O 9.13 4.08 -0.88 0.02
C 8.13 4.22 0.01 -0.36
O 8.05 5.11 0.81 0.17
C 7.09 3.11 -0.19 -0.50
F 7.66 1.90 -0.35 0.14
F 6.33 3.33 -1.28 0.16
F 6.25 3.00 0.85 0.17
H 11.57 3.77 0.11 0.08
H 11.98 5.50 0.23 0.08
H 10.70 4.80 1.24 0.08
H 10.65 5.09 -1.81 0.13
H 9.71 6.08 -0.70 0.13
C -8.75 -0.71 1.97 -0.07
C -8.90 -1.71 0.84 -0.19
O -9.42 -2.95 1.33 0.03
C -10.76 -3.02 1.47 -0.37
O -11.51 -2.11 1.22 0.15
C -11.18 -4.40 1.95 -0.51
F -10.39 -4.87 2.94 0.15
F -11.12 -5.32 0.96 0.16
F -12.44 -4.43 2.42 0.15
H -8.15 -1.13 2.77 0.08
H -8.28 0.21 1.61 0.07
H -9.73 -0.45 2.40 0.07
H -7.92 -1.92 0.41 0.13
H -9.52 -1.31 0.03 0.13
C 5.32 4.09 -8.80 -0.06
C 5.24 4.81 -7.47 -0.21
O 4.03 4.48 -6.78 0.02
C 4.04 3.33 -6.08 -0.36
O 4.99 2.59 -6.01 0.16
C 2.71 3.12 -5.36 -0.51
F 1.65 3.39 -6.15 0.16
F 2.59 3.92 -4.28 0.16
F 2.55 1.86 -4.93 0.15
H 4.43 4.29 -9.40 0.08
H 6.20 4.40 -9.36 0.08
H 5.37 3.00 -8.65 0.08
H 5.22 5.89 -7.64 0.12
H 6.12 4.60 -6.84 0.12
C -13.03 -0.01 4.52 -0.06
C -12.89 0.14 6.02 -0.21
O -11.51 0.26 6.40 0.02
C -10.97 1.49 6.28 -0.37
O -11.57 2.46 5.90 0.17
C -9.52 1.48 6.76 -0.51
F -8.83 0.42 6.29 0.15
F -9.43 1.43 8.10 0.15
F -8.84 2.57 6.37 0.16
H -12.43 -0.86 4.17 0.08
H -14.07 -0.18 4.25 0.08
H -12.67 0.88 4.00 0.08
H -13.28 -0.75 6.53 0.13
H -13.47 1.00 6.39 0.12
```

The spin multiplicity is 1. The HOMO-LUMO gap is 0.20422 hartree. Its largest force on an atom is 5.41 eV Å⁻¹. The charge is -1. The total energy is -6359.74190 Eh. The calculation puts the HOMO energy at -4.75 eV.

=====

3.
DFT (wB97M-V/def2-TZVPD) results for a 6-piece molecular cluster, C42H67BFN4O12S overall.

```
128
Properties=species:S:1:pos:R:3:lowdin_charge:R:1
C -1.90 -2.59 0.70 -0.08
C -1.60 -1.20 -0.06 -0.21
O -1.05 -1.54 -1.37 -0.05
B -0.23 -0.48 -1.91 -0.47
O -0.81 0.27 -3.04 0.06
C 1.26 -0.07 -1.44 0.08
C 2.35 -1.14 -0.96 -0.05
C 2.06 -2.71 -0.91 -0.11
C 2.84 -3.36 -2.17 -0.13
C 3.18 -2.51 -3.46 -0.01
C 3.96 -3.25 -4.58 -0.08
C 4.41 -4.74 -4.48 -0.05
C 4.05 -5.58 -3.20 -0.20
C 4.52 -7.11 -3.14 -0.10
C 3.26 -4.86 -2.06 0.01
C 3.78 -0.66 -0.53 0.07
C 4.81 -1.79 -0.04 -0.58
O 5.77 -2.12 -0.80 -0.06
O 4.60 -2.41 1.19 -0.20
C 4.23 0.88 -0.57 -0.07
N 5.59 1.15 -0.18 0.12
C 5.80 2.56 -0.33 -0.46
S 7.53 3.18 0.06 0.74
C 4.76 3.64 -0.76 -0.12
C 5.16 5.21 -0.87 -0.31
O 4.77 5.78 -1.94 0.06
N 5.88 5.96 0.17 0.14
C 7.13 6.50 -0.42 -0.35
O 7.83 7.39 0.13 0.08
F 7.63 6.00 -1.67 0.01
N 3.41 3.31 -1.10 0.15
C 3.14 1.90 -1.02 -0.07
C 1.68 1.43 -1.43 -0.09
O 0.73 2.47 -1.82 -0.02
C 0.30 3.01 -0.56 -0.20
N 0.19 3.71 0.41 0.16
H -1.11 -2.76 1.53 0.08
H -1.79 -3.46 -0.06 0.08
H -2.96 -2.62 1.16 0.08
H -0.80 -0.63 0.56 0.13
H -2.54 -0.56 -0.26 0.13
H -1.45 0.94 -2.67 0.11
H 2.53 -3.20 0.03 0.12
H 0.95 -2.98 -0.90 0.11
H 2.88 -1.42 -3.60 0.09
H 4.24 -2.67 -5.52 0.08
H 4.98 -5.19 -5.38 0.09
H 4.82 -7.44 -4.21 0.08
H 5.42 -7.23 -2.44 0.08
H 3.66 -7.76 -2.76 0.06
H 2.99 -5.43 -1.09 0.11
H 8.40 2.10 -0.16 -0.09
H 6.08 5.37 1.00 0.13
C -3.48 -2.72 -3.96 -0.07
C -3.69 -3.74 -2.86 -0.27
O -4.24 -3.19 -1.67 -0.17
C -5.51 -2.57 -1.78 -0.28
C -6.60 -3.51 -2.26 -0.08
H -2.83 -1.91 -3.61 0.07
H -3.02 -3.19 -4.83 0.08
H -4.42 -2.27 -4.29 0.06
H -2.72 -4.17 -2.59 0.12
H -4.31 -4.58 -3.21 0.10
H -5.44 -1.68 -2.42 0.11
H -5.77 -2.21 -0.78 0.11
H -6.40 -3.88 -3.27 0.06
H -7.56 -2.99 -2.29 0.07
H -6.68 -4.37 -1.60 0.08
C 4.43 8.10 6.33 -0.08
C 5.39 7.60 5.26 -0.28
O 4.89 6.50 4.51 -0.16
C 3.68 6.73 3.79 -0.28
C 3.79 7.84 2.76 -0.08
H 4.17 7.29 7.02 0.08
H 4.89 8.91 6.90 0.07
H 3.50 8.47 5.90 0.06
H 6.31 7.25 5.74 0.12
H 5.68 8.41 4.59 0.11
H 2.85 6.91 4.48 0.10
H 3.45 5.79 3.28 0.12
H 4.01 8.80 3.22 0.07
H 2.85 7.93 2.20 0.08
H 4.60 7.62 2.05 0.06
C -8.33 1.22 2.56 -0.08
C -7.39 0.72 1.48 -0.28
O -7.90 -0.38 0.74 -0.17
C -9.11 -0.16 0.03 -0.28
C -9.01 0.94 -1.01 -0.08
H -8.59 0.41 3.25 0.08
H -7.87 2.03 3.12 0.08
H -9.27 1.59 2.13 0.06
H -6.46 0.37 1.95 0.12
H -7.09 1.53 0.80 0.11
H -9.93 0.03 0.73 0.10
H -9.35 -1.10 -0.48 0.11
H -8.78 1.91 -0.56 0.07
H -9.95 1.04 -1.56 0.08
H -8.21 0.72 -1.73 0.08
C 0.89 -8.68 0.54 -0.08
C 1.16 -9.11 -0.90 -0.28
O 2.17 -10.10 -1.01 -0.17
C 1.93 -11.33 -0.35 -0.28
C 0.69 -12.05 -0.83 -0.09
H 1.80 -8.31 1.00 0.09
H 0.14 -7.89 0.56 0.08
H 0.52 -9.51 1.15 0.06
H 1.51 -8.24 -1.46 0.11
H 0.24 -9.45 -1.39 0.11
H 1.91 -11.17 0.74 0.11
H 2.80 -11.96 -0.54 0.12
H -0.22 -11.47 -0.64 0.06
H 0.58 -13.01 -0.32 0.07
H 0.74 -12.23 -1.90 0.08
C -3.47 7.96 3.75 -0.09
C -2.98 6.53 3.57 -0.28
O -3.30 5.99 2.30 -0.16
C -2.76 6.66 1.17 -0.28
C -1.24 6.71 1.16 -0.09
H -4.55 8.02 3.60 0.08
H -3.23 8.31 4.76 0.07
H -2.99 8.65 3.05 0.06
H -3.47 5.90 4.31 0.12
H -1.91 6.45 3.76 0.11
H -3.19 7.67 1.08 0.10
H -3.10 6.11 0.29 0.12
H -0.85 7.27 2.01 0.06
H -0.89 7.20 0.24 0.08
H -0.83 5.71 1.20 0.03
```

The spin multiplicity is 1. The HOMO-LUMO gap is 0.20205 hartree. Its largest force on an atom is 6.63 eV Å⁻¹. The charge is -1. The total energy is -3284.94553 Eh. The calculation puts the HOMO energy at -4.96 eV.